one:
C6H12N as an isolated structure. Source: OMol25; level of theory: ωB97M-V with the def2-TZVPD basis set.

Properties
- Orbital gap: 9.94 eV
- Total charge: +1

Positions of all 19 atoms, in Å:
1 C -2.812 0.719 -0.866
2 C -0.748 -0.346 -0.136
3 C -0.432 -1.765 0.243
4 C 0.962 0.941 1.392
5 C 1.877 -0.076 -0.777
6 C 0.812 0.757 -0.093
7 N -1.781 0.131 -0.561
8 H -3.506 1.162 -0.021
9 H -3.150 1.067 -1.835
10 H -1.063 -1.961 1.192
11 H 0.567 -1.914 0.399
12 H -0.771 -2.487 -0.547
13 H 1.023 0.048 1.987
14 H 1.975 1.377 1.546
15 H 0.104 1.564 1.870
16 H 2.092 -1.056 -0.369
17 H 2.879 0.554 -0.936
18 H 1.597 -0.277 -1.884
19 H 0.373 1.563 -0.605

---

two:
An isolated ion of composition C6H12N and charge +1. Source: OMol25; level of theory: ωB97M-V with the def2-TZVPD basis set.

Properties
- Orbital gap: 9.87 eV
- Total charge: +1

Positions of all 19 atoms, in Å:
1 C 1.666 -1.231 1.677
2 C 0.611 -0.914 0.943
3 C 0.690 -0.093 -0.303
4 C 1.181 -0.549 -1.448
5 C 0.100 1.289 -0.168
6 C -1.409 1.262 0.113
7 N -2.042 0.031 -0.581
8 H 2.694 -0.931 1.534
9 H 1.516 -1.605 2.680
10 H -0.317 -1.379 1.269
11 H 1.088 0.100 -2.319
12 H 1.738 -1.454 -1.617
13 H 0.222 1.828 -1.105
14 H 0.586 1.882 0.602
15 H -1.726 1.153 1.145
16 H -1.916 2.077 -0.396
17 H -1.739 -0.837 -0.139
18 H -3.057 0.067 -0.526
19 H -1.742 0.060 -1.555

---

three:
A 2-piece molecular cluster, C6H12N overall. Source: OMol25; level of theory: ωB97M-V with the def2-TZVPD basis set.

Properties
- Orbital gap: 4.86 eV
- Total charge: +1

Positions of all 19 atoms, in Å:
1 C 4.264 -0.171 0.370
2 C -2.168 -1.674 -0.504
3 C -1.520 -0.536 -0.032
4 C -0.029 -0.474 -0.048
5 C -2.011 1.967 0.216
6 C -2.235 0.542 0.584
7 N 3.000 -0.411 -0.116
8 H 4.798 -0.986 0.874
9 H 3.704 -0.486 -0.992
10 H -1.619 -2.578 -0.864
11 H -3.273 -1.706 -0.493
12 H 0.384 -0.896 -0.989
13 H 0.413 -0.951 0.872
14 H -2.606 2.676 0.846
15 H -2.262 2.134 -0.825
16 H -3.177 0.281 1.078
17 H 4.921 0.436 -0.268
18 H -0.954 2.276 0.314
19 H 0.372 0.556 -0.023

---

four:
A 2-piece molecular cluster, C6H12N overall. Source: OMol25; level of theory: ωB97M-V with the def2-TZVPD basis set.

Properties
- Orbital gap: 7.46 eV
- Total charge: +1

Positions of all 19 atoms, in Å:
1 C 1.802 0.626 -0.394
2 C 2.163 -0.180 0.421
3 C 1.410 1.655 -1.406
4 C 2.563 -1.233 1.348
5 C -1.907 -0.578 -1.178
6 C -2.664 0.047 0.984
7 N -1.673 -0.494 0.096
8 H 1.953 2.606 -1.412
9 H 0.465 2.103 -1.082
10 H 1.413 1.135 -2.368
11 H 3.226 -1.845 0.836
12 H -0.794 -0.718 0.404
13 H 3.112 -0.700 2.088
14 H -2.827 -0.254 -1.463
15 H -1.090 -0.977 -2.034
16 H 1.615 -1.764 1.625
17 H -2.251 0.931 1.338
18 H -3.565 0.177 0.391
19 H -2.949 -0.535 1.804

---

The structure with the most favorable energy is two; the runner-up is 141.5 kJ/mol above it.

---

one:
H12LiO6 as an isolated structure. Source: OMol25; level of theory: ωB97M-V with the def2-TZVPD basis set.

Properties
- Orbital gap: 10.80 eV
- Total charge: +1

Positions of all 19 atoms, in Å:
1 Li -20.777 8.164 -5.265
2 O -22.908 8.132 -5.421
3 H -23.474 8.822 -5.107
4 H -23.414 7.347 -5.159
5 O -20.564 6.790 -6.821
6 H -21.442 6.471 -6.956
7 H -20.084 6.225 -6.223
8 O -20.990 6.508 -3.930
9 H -20.405 6.482 -3.135
10 H -20.589 5.814 -4.463
11 O -19.671 9.012 -3.702
12 H -19.260 8.282 -3.227
13 H -20.351 9.457 -3.145
14 O -23.088 8.220 -8.280
15 H -22.695 8.476 -7.461
16 H -22.375 7.923 -8.824
17 O -20.865 10.123 -6.305
18 H -21.351 10.389 -7.111
19 H -20.579 10.970 -5.932

---

two:
H12LiO6 as an isolated structure. Source: OMol25; level of theory: ωB97M-V with the def2-TZVPD basis set.

Properties
- Orbital gap: 12.05 eV
- Total charge: +1

Positions of all 19 atoms, in Å:
1 Li -32.014 11.862 9.625
2 O -33.487 13.670 9.766
3 H -33.733 14.196 9.042
4 H -34.064 14.077 10.286
5 O -33.145 11.129 8.047
6 H -33.888 10.443 8.065
7 H -32.887 11.568 7.140
8 O -30.442 10.246 9.313
9 H -30.754 9.652 9.875
10 H -30.815 10.176 8.430
11 O -31.592 12.396 11.791
12 H -31.849 11.770 12.407
13 H -31.823 13.278 12.123
14 O -30.891 13.374 8.463
15 H -30.242 13.817 8.999
16 H -31.239 14.007 7.847
17 O -33.136 10.341 10.994
18 H -33.733 10.753 11.638
19 H -33.456 9.440 11.075

---

The structure with the most favorable energy is one; the runner-up is 39.4 kJ/mol above it.

---

one:
An isolated ion of composition C9H11N2 and charge +1. Source: OMol25; level of theory: ωB97M-V with the def2-TZVPD basis set.

Properties
- Orbital gap (alpha / beta): 6.81 / 6.81 eV
- Total charge: +1

Positions of all 22 atoms, in Å:
1 C -2.234 0.546 -0.447
2 C -1.057 -0.401 -0.289
3 C 0.196 -0.162 0.262
4 C 0.389 0.949 1.253
5 C 1.090 -1.460 0.184
6 C 0.168 -2.224 -0.999
7 C -1.044 -1.670 -0.959
8 C 2.566 -1.459 0.119
9 N 2.905 -1.667 1.388
10 C 1.750 -1.684 2.201
11 N 0.696 -1.752 1.491
12 H -3.057 -0.009 -0.086
13 H -2.528 0.887 -1.516
14 H -2.176 1.438 0.133
15 H 0.963 1.830 0.868
16 H 0.816 0.612 2.113
17 H -0.668 1.253 1.374
18 H 0.442 -3.174 -1.456
19 H -1.844 -2.166 -1.590
20 H 3.262 -1.414 -0.591
21 H 3.834 -1.581 1.645
22 H 1.783 -1.710 3.268

---

two:
An isolated ion of composition C9H11N2 and charge +1. Source: OMol25; level of theory: ωB97M-V with the def2-TZVPD basis set.

Properties
- Orbital gap: 8.69 eV
- Total charge: +1

Positions of all 22 atoms, in Å:
1 C -0.876 2.649 -0.643
2 C -0.984 1.304 -0.585
3 C 0.191 0.518 -0.189
4 C 1.303 1.191 0.302
5 C 2.522 0.576 0.514
6 C 2.663 -0.740 0.221
7 C 1.568 -1.528 -0.195
8 C 0.353 -0.915 -0.373
9 N -0.874 -1.725 -0.638
10 C -1.969 -1.572 0.065
11 N -2.121 -0.872 1.181
12 H 0.090 3.149 -0.395
13 H -1.683 3.219 -0.798
14 H -1.893 0.726 -0.711
15 H 0.991 2.213 0.601
16 H 3.318 1.255 0.864
17 H 3.669 -1.189 0.243
18 H 1.674 -2.581 -0.644
19 H -1.006 -2.089 -1.613
20 H -2.672 -2.199 -0.366
21 H -1.307 -0.313 1.428
22 H -2.958 -1.075 1.730

---

The structure with the most favorable energy is two; the runner-up is 261.8 kJ/mol above it.

---

one:
One molecule with the formula C18H20N2O3S. Source: OMol25; level of theory: ωB97M-V with the def2-TZVPD basis set.

Properties
- Orbital gap: 8.43 eV

Positions of all 44 atoms, in Å:
1 C -8.522 -1.421 0.531
2 O -7.353 -0.616 0.550
3 C -6.354 -1.020 -0.253
4 O -6.428 -2.003 -0.950
5 C -5.173 -0.135 -0.180
6 C -4.083 -0.414 -1.002
7 C -2.950 0.372 -0.968
8 C -2.881 1.460 -0.093
9 N -1.777 2.295 -0.008
10 C -0.457 2.070 -0.287
11 S 0.550 3.378 -0.352
12 N -0.044 0.801 -0.477
13 C 1.351 0.468 -0.640
14 C 2.082 0.327 0.704
15 C 3.539 0.050 0.471
16 C 4.409 1.093 0.168
17 C 5.742 0.850 -0.081
18 C 6.244 -0.452 -0.035
19 O 7.576 -0.584 -0.293
20 C 8.143 -1.870 -0.256
21 C 5.381 -1.499 0.264
22 C 4.042 -1.239 0.510
23 C -3.992 1.759 0.704
24 C -5.121 0.972 0.665
25 H -9.219 -0.961 1.226
26 H -8.945 -1.451 -0.475
27 H -8.285 -2.441 0.841
28 H -4.148 -1.254 -1.676
29 H -2.141 0.171 -1.652
30 H -1.958 3.240 0.306
31 H -0.647 0.063 -0.141
32 H 1.415 -0.465 -1.203
33 H 1.817 1.268 -1.220
34 H 1.965 1.262 1.255
35 H 1.628 -0.480 1.284
36 H 4.033 2.105 0.131
37 H 6.423 1.653 -0.313
38 H 7.694 -2.531 -1.004
39 H 9.199 -1.734 -0.485
40 H 8.045 -2.325 0.736
41 H 5.734 -2.517 0.309
42 H 3.385 -2.065 0.743
43 H -3.952 2.618 1.359
44 H -5.969 1.205 1.289

---

two:
One molecule with the formula C18H20N2O3S. Source: OMol25; level of theory: ωB97M-V with the def2-TZVPD basis set.

Properties
- Orbital gap: 9.06 eV

Positions of all 44 atoms, in Å:
1 C -1.055 -1.024 -6.131
2 C -0.894 -1.167 -4.635
3 O -0.411 -2.154 -4.125
4 N -1.334 -0.099 -3.902
5 C -1.915 1.111 -4.479
6 C -2.242 2.036 -3.294
7 C -1.832 1.226 -2.100
8 C -1.914 1.540 -0.763
9 C -1.468 0.603 0.155
10 S -1.577 0.964 1.898
11 O -2.314 -0.082 2.547
12 O -2.017 2.323 2.060
13 N 0.029 0.862 2.352
14 C 0.388 -0.076 3.404
15 C 0.181 0.526 4.797
16 C 1.808 -0.557 3.218
17 C 2.862 0.344 3.142
18 C 4.163 -0.104 2.993
19 C 4.427 -1.461 2.922
20 C 3.383 -2.367 2.997
21 C 2.082 -1.916 3.142
22 C -0.948 -0.613 -0.242
23 C -0.858 -0.936 -1.588
24 C -1.309 -0.004 -2.512
25 H -0.681 -1.929 -6.601
26 H -2.101 -0.891 -6.396
27 H -0.490 -0.171 -6.500
28 H -1.200 1.577 -5.163
29 H -2.815 0.857 -5.046
30 H -3.303 2.285 -3.255
31 H -1.683 2.971 -3.343
32 H -2.313 2.477 -0.408
33 H 0.410 1.786 2.483
34 H -0.303 -0.914 3.281
35 H -0.857 0.833 4.903
36 H 0.414 -0.212 5.561
37 H 0.825 1.391 4.940
38 H 2.668 1.405 3.198
39 H 4.973 0.608 2.935
40 H 5.442 -1.811 2.809
41 H 3.581 -3.427 2.942
42 H 1.270 -2.626 3.200
43 H -0.616 -1.308 0.512
44 H -0.455 -1.879 -1.914

---

The structure with the most favorable energy is one; the runner-up is 16.5 kJ/mol above it.

---

one:
A 3-piece molecular cluster, C2H10N2O3 overall. Source: OMol25; level of theory: ωB97M-V with the def2-TZVPD basis set.

Properties
- Orbital gap: 10.13 eV

Positions of all 17 atoms, in Å:
1 N -0.967 1.865 0.558
2 C 0.074 1.107 -0.124
3 C -0.616 -0.008 -0.980
4 N -1.557 -0.640 -0.237
5 O -0.056 -0.537 -1.932
6 H -0.827 2.809 0.205
7 H -0.985 1.900 1.554
8 H 0.779 0.623 0.611
9 H 0.750 1.740 -0.888
10 H -2.334 -0.189 0.188
11 H -1.710 -1.534 -0.650
12 O 0.168 -1.669 3.257
13 H 0.988 -2.093 3.234
14 H -0.389 -2.296 3.703
15 O 2.597 -0.512 -2.713
16 H 1.830 -0.221 -2.235
17 H 2.253 -0.345 -3.551

---

two:
A 3-piece molecular cluster, C2H10N2O3 overall. Source: OMol25; level of theory: ωB97M-V with the def2-TZVPD basis set.

Properties
- Orbital gap: 10.69 eV

Positions of all 17 atoms, in Å:
1 N -0.398 -1.190 0.710
2 C -0.825 0.148 0.374
3 N -1.126 0.378 -1.012
4 C -2.483 0.365 -1.393
5 O -3.356 0.749 -0.668
6 H -1.097 -1.918 0.632
7 H 0.370 -1.552 0.149
8 H -1.698 0.360 0.996
9 H -0.065 0.873 0.696
10 H -0.562 -0.055 -1.730
11 H -2.672 0.004 -2.416
12 O 4.232 0.534 -0.049
13 H 3.485 0.203 0.481
14 H 3.970 0.321 -0.948
15 O 2.145 -0.517 1.561
16 H 2.474 -1.214 2.119
17 H 1.200 -0.679 1.359

---

The structure with the most favorable energy is two; the runner-up is 35.8 kJ/mol above it.

---

one:
A 4-piece molecular cluster, C4H16O3 overall. Source: OMol25; level of theory: ωB97M-V with the def2-TZVPD basis set.

Properties
- Orbital gap: 11.68 eV

Positions of all 23 atoms, in Å:
1 C -0.564 2.158 -1.128
2 C -0.592 1.277 0.141
3 C -1.634 0.186 -0.121
4 C -1.875 -0.566 1.105
5 H -1.428 2.749 -1.102
6 H 0.427 2.758 -1.317
7 H -0.800 1.548 -2.048
8 H 0.370 0.812 0.207
9 H -0.855 1.890 1.067
10 H -2.649 0.717 -0.395
11 H -1.256 -0.319 -1.080
12 H -2.848 -0.201 1.695
13 H -1.995 -1.632 1.031
14 H -1.050 -0.499 1.841
15 O 1.516 -1.264 1.792
16 H 1.285 -1.858 1.049
17 H 0.794 -1.362 2.386
18 O 2.927 0.175 -0.665
19 H 3.010 1.111 -0.834
20 H 3.021 0.023 0.309
21 O 1.523 -2.808 -1.046
22 H 0.687 -2.867 -1.572
23 H 1.987 -2.029 -1.314

---

two:
A 4-piece molecular cluster, C4H16O3 overall. Source: OMol25; level of theory: ωB97M-V with the def2-TZVPD basis set.

Properties
- Orbital gap: 11.37 eV

Positions of all 23 atoms, in Å:
1 C -2.414 -2.313 -2.060
2 C -0.892 -2.627 -1.903
3 C -0.343 -2.072 -0.589
4 C 1.072 -2.634 -0.303
5 H -2.711 -1.505 -1.420
6 H -2.631 -2.026 -3.088
7 H -3.059 -3.148 -1.799
8 H -0.859 -3.715 -1.812
9 H -0.335 -2.172 -2.714
10 H -0.211 -0.986 -0.641
11 H -0.991 -2.202 0.275
12 H 1.384 -2.410 0.715
13 H 1.000 -3.727 -0.292
14 H 1.762 -2.294 -1.068
15 O 0.725 3.232 2.507
16 H -0.099 3.215 3.004
17 H 0.691 4.076 2.035
18 O 1.093 1.361 -0.044
19 H 1.120 0.846 0.771
20 H 1.167 2.267 0.269
21 O 1.291 6.087 2.445
22 H 1.961 6.767 2.309
23 H 1.278 5.981 3.403

---

The structure with the most favorable energy is two; the runner-up is 53.3 kJ/mol above it.